{"formula": "C4H48AgBO32", "method": "ωB97M-V/def2-TZVPD", "symbols": ["Ag", "O", "C", "O", "B", "O", "C", "O", "O", "C", "O", "C", "O", "O", "O", "H", "H", "O", "H", "H", "O", "H", "H", "O", "H", "H", "O", "H", "H", "O", "H", "H", "O", "H", "H", "O", "H", "H", "O", "H", "H", "O", "H", "H", "O", "H", "H", "O", "H", "H", "O", "H", "H", "O", "H", "H", "O", "H", "H", "O", "H", "H", "O", "H", "H", "O", "H", "H", "O", "H", "H", "O", "H", "H", "O", "H", "H", "O", "H", "H", "O", "H", "H", "O", "H", "H"], "positions_angstrom": [[12.007, -19.897, 7.860], [15.155, -12.791, 11.717], [14.294, -13.369, 11.055], [14.540, -14.025, 10.052], [13.365, -14.832, 9.683], [12.375, -14.348, 10.672], [12.919, -13.483, 11.385], [12.457, -13.122, 12.454], [13.628, -16.259, 9.734], [13.325, -16.738, 8.617], [13.100, -17.932, 8.444], [13.043, -15.687, 7.715], [12.897, -14.571, 8.278], [12.604, -15.899, 6.616], [10.388, -14.158, 6.926], [10.412, -13.543, 7.664], [10.657, -14.969, 7.299], [13.867, -16.528, 4.248], [13.795, -15.917, 3.530], [13.555, -17.287, 3.773], [13.968, -10.343, 12.880], [14.174, -10.914, 12.172], [14.521, -9.548, 12.740], [10.198, -11.601, 11.409], [10.410, -11.711, 10.494], [10.812, -10.947, 11.672], [13.331, -11.714, 7.319], [12.621, -11.499, 6.741], [13.904, -12.275, 6.828], [16.440, -10.031, 11.127], [15.907, -9.398, 10.765], [16.696, -10.602, 10.393], [11.828, -19.959, 10.192], [12.506, -20.434, 10.656], [12.084, -19.122, 10.500], [15.289, -13.299, 6.578], [15.194, -13.501, 5.619], [15.279, -14.198, 6.856], [16.234, -15.491, 12.282], [17.060, -15.133, 12.651], [16.502, -15.851, 11.403], [11.811, -11.650, 14.550], [12.231, -12.208, 13.929], [12.395, -11.676, 15.303], [10.575, -14.837, 13.378], [11.368, -14.365, 13.128], [10.250, -15.324, 12.614], [15.714, -16.286, 6.569], [16.445, -15.808, 6.236], [15.031, -16.323, 5.856], [16.136, -18.549, 8.296], [15.476, -19.167, 8.439], [16.048, -18.144, 7.431], [15.885, -11.538, 9.005], [15.222, -11.414, 8.325], [15.392, -11.457, 9.762], [10.693, -17.009, 5.152], [11.277, -16.589, 5.773], [10.812, -16.563, 4.283], [17.712, -13.276, 12.941], [16.772, -13.029, 12.773], [17.928, -12.955, 13.824], [12.721, -17.997, 12.032], [12.468, -18.902, 12.322], [13.604, -18.060, 11.663], [12.693, -13.753, 5.172], [12.407, -13.914, 6.054], [13.080, -14.631, 4.940], [10.819, -12.084, 8.810], [11.742, -11.846, 8.655], [10.422, -11.553, 8.102], [16.955, -16.241, 9.520], [17.032, -16.960, 8.927], [16.515, -15.587, 8.976], [9.201, -14.173, 10.165], [9.847, -13.538, 10.307], [9.612, -14.982, 9.924], [15.389, -12.169, 14.557], [14.723, -12.157, 15.247], [14.943, -11.691, 13.853], [15.312, -18.249, 11.338], [15.172, -19.193, 11.148], [15.621, -17.865, 10.466], [17.656, -13.307, 9.922], [17.221, -13.671, 10.684], [16.988, -12.840, 9.451]], "lowdin_charge": [0.856, 0.126, -0.446, 0.306, -0.767, 0.312, -0.397, 0.136, 0.337, -0.409, 0.055, -0.467, 0.297, 0.077, -0.006, 0.000, -0.004, -0.013, 0.055, 0.062, -0.032, -0.026, 0.068, -0.010, -0.043, 0.021, -0.022, 0.042, -0.032, -0.001, -0.012, 0.021, -0.050, 0.054, -0.027, -0.014, 0.085, -0.003, -0.061, 0.026, 0.007, -0.031, -0.052, 0.021, -0.047, -0.022, 0.017, -0.015, 0.054, 0.045, -0.012, -0.002, 0.030, -0.001, 0.043, -0.019, -0.067, -0.046, 0.058, -0.072, 0.011, 0.050, -0.040, 0.058, -0.029, -0.047, -0.028, 0.015, -0.033, 0.046, 0.100, -0.013, -0.011, 0.031, 0.011, -0.054, 0.015, -0.046, 0.028, -0.019, -0.048, 0.059, 0.046, -0.028, -0.019, -0.042], "energy_ev": -75124.96924, "homo_lumo_gap_ev": 6.396, "lumo_ev": -3.16, "e_homo_ev": -9.6, "spin_multiplicity": 1}



{"formula": "C4H4Br2N2", "method": "ωB97M-V/def2-TZVPD", "symbols": ["N", "C", "N", "C", "C", "Br", "C", "Br", "H", "H", "H", "H"], "positions_angstrom": [[-0.376, 1.516, 0.180], [0.650, 0.670, -0.013], [0.343, -0.694, 0.140], [1.408, -1.548, 0.077], [2.584, -0.956, -0.044], [4.436, -1.375, -0.029], [1.975, 0.817, -0.118], [3.045, 2.365, -0.029], [-0.248, 2.448, 0.055], [-1.318, 1.198, 0.436], [-0.388, -1.204, -0.321], [1.344, -2.572, 0.072]], "lowdin_charge": [0.140, -0.481, 0.035, -0.239, -0.598, 0.666, -0.592, 0.665, 0.049, 0.123, 0.139, 0.093], "energy_ev": -147275.46089, "de_lowest_ev": 0.135, "homo_lumo_gap_ev": 8.791, "lumo_ev": 0.74, "e_homo_ev": -8.1, "spin_multiplicity": 1, "smiles": "Nc1[nH]cc(Br)c1Br"}



{"formula": "C4H4Br3NO", "method": "ωB97M-V/def2-TZVPD", "symbols": ["C", "C", "C", "C", "N", "O", "Br", "Br", "Br", "H", "H", "H", "H"], "positions_angstrom": [[-0.716, 0.367, 0.882], [1.840, 0.018, 0.476], [1.141, -0.143, -0.857], [-1.826, -0.027, -0.060], [0.482, 0.156, 0.379], [-0.931, 0.881, 1.922], [-1.840, -1.922, -0.551], [-3.512, 0.264, 0.884], [-1.717, 1.035, -1.750], [2.312, -0.946, 0.860], [2.419, 0.818, 0.713], [1.307, 0.658, -1.454], [1.040, -1.159, -1.443]], "lowdin_charge": [-0.720, -0.079, -0.128, -1.455, -0.055, 0.066, 0.633, 0.675, 0.646, 0.142, 0.081, 0.051, 0.142], "energy_ev": -217875.32373, "de_lowest_ev": 0.783, "homo_lumo_gap_ev": 9.854, "lumo_ev": -0.18, "e_homo_ev": -10.0, "spin_multiplicity": 1}



{"formula": "C4H4Br4", "method": "ωB97M-V/def2-TZVPD", "symbols": ["C", "C", "C", "C", "Br", "Br", "Br", "Br", "H", "H", "H", "H"], "positions_angstrom": [[0.412, 0.524, 0.684], [0.693, 0.025, -0.531], [1.538, 0.890, 1.681], [-2.093, -1.144, -1.857], [-1.346, 1.327, 0.955], [2.285, -0.706, -1.246], [-3.701, -0.237, -1.526], [-1.939, -2.959, -1.610], [2.063, -0.066, 1.920], [1.075, 1.432, 2.524], [2.166, 1.565, 1.036], [-1.152, -0.650, -2.030]], "lowdin_charge": [-0.866, -0.678, -0.154, -1.079, 0.605, 0.604, 0.677, 0.733, 0.078, 0.054, 0.084, -0.058], "energy_ev": -284375.93058, "de_lowest_ev": 5.727, "homo_lumo_gap_ev": [4.650, 3.374], "lumo_ev": [-2.61, -3.33], "e_homo_ev": [-7.3, -6.7], "spin_multiplicity": 1}



{"formula": "C4H4BrClO", "method": "ωB97M-V/def2-TZVPD", "symbols": ["C", "C", "C", "Br", "C", "O", "Cl", "H", "H", "H", "H"], "positions_angstrom": [[-1.643, 0.341, -0.832], [-0.835, -0.274, -0.005], [0.549, 0.401, 0.184], [0.419, 1.706, 1.695], [1.646, -0.636, 0.569], [2.243, -0.697, 1.561], [1.852, -1.809, -0.746], [-2.688, 0.062, -0.834], [-1.316, 1.128, -1.441], [-0.861, -1.266, 0.449], [0.634, 1.043, -0.600]], "lowdin_charge": [0.016, -0.227, -0.626, 0.682, -0.860, 0.064, 0.678, 0.071, 0.057, 0.111, 0.034], "energy_ev": -88823.94690, "de_lowest_ev": 0.059, "homo_lumo_gap_ev": 10.591, "lumo_ev": 0.40, "e_homo_ev": -10.2, "spin_multiplicity": 1, "smiles": "C=C[C@@H](Br)C(=O)Cl"}



{"formula": "C4H4BrN", "method": "ωB97M-V/def2-TZVPD", "symbols": ["N", "C", "Br", "C", "C", "C", "H", "H", "H", "H"], "positions_angstrom": [[2.206, -2.038, -0.072], [2.466, -0.926, -0.133], [3.052, 0.764, -0.242], [-0.246, -0.482, 1.314], [-0.786, 0.055, 0.370], [-1.498, 0.676, -0.655], [-0.083, -0.723, 2.317], [-0.943, 0.667, -1.674], [-1.606, 1.832, -0.333], [-2.561, 0.174, -0.892]], "lowdin_charge": [0.087, -0.881, 0.788, 0.075, -0.274, -0.163, 0.022, 0.096, 0.127, 0.124], "energy_ev": -75741.71293, "de_lowest_ev": 2.647, "homo_lumo_gap_ev": 10.094, "lumo_ev": 0.32, "e_homo_ev": -9.8, "spin_multiplicity": 1, "smiles": "N#CBr.C#CC"}



{"formula": "C4H4BrN2S2", "method": "ωB97M-V/def2-TZVPD", "symbols": ["C", "C", "C", "C", "N", "N", "S", "S", "Br", "H", "H", "H", "H"], "positions_angstrom": [[-0.144, -0.472, 0.679], [0.679, 0.014, -1.516], [-1.594, 0.976, -0.589], [0.624, 1.427, -1.649], [0.855, -0.410, -0.124], [-1.199, 0.324, 0.533], [0.662, -1.150, -2.726], [-2.864, 1.807, -1.041], [1.171, 2.621, -0.267], [-0.032, -1.053, 1.487], [0.577, 1.840, -2.555], [1.770, -0.732, 0.153], [-1.834, 0.360, 1.419]], "lowdin_charge": [-0.077, -0.873, -0.687, -0.488, 0.060, 0.023, 0.785, 0.878, 0.811, 0.140, 0.021, 0.178, 0.227], "energy_ev": -98894.86180, "de_lowest_ev": 0.453, "homo_lumo_gap_ev": [7.296, 6.226], "lumo_ev": [-5.39, -6.04], "e_homo_ev": [-12.7, -12.3], "spin_multiplicity": 1, "charge": 1}



{"formula": "C4H4BrNO3S", "method": "ωB97M-V/def2-TZVPD", "symbols": ["C", "C", "C", "C", "N", "O", "O", "O", "S", "Br", "H", "H", "H", "H"], "positions_angstrom": [[2.657, 0.387, -0.333], [-0.053, 1.190, 0.851], [-0.365, -0.670, -0.784], [0.407, -0.237, 0.517], [1.836, -0.342, 0.152], [0.739, 2.078, 0.669], [3.629, 0.838, -0.745], [-2.067, -1.820, 0.756], [-2.194, -1.176, -0.539], [-3.199, 0.928, -0.408], [-1.052, 1.190, 1.249], [-0.408, 0.113, -1.631], [-0.011, -1.647, -1.215], [0.081, -0.833, 1.462]], "lowdin_charge": [-0.346, -0.243, -0.316, -0.295, 0.153, 0.089, 0.194, -0.548, 0.602, 0.264, 0.063, 0.116, 0.095, 0.171], "energy_ev": -92721.36636, "homo_lumo_gap_ev": 9.056, "lumo_ev": -1.12, "e_homo_ev": -10.2, "spin_multiplicity": 1}



{"formula": "C4H4Cl2", "method": "ωB97M-V/def2-TZVPD", "symbols": ["C", "C", "C", "C", "Cl", "Cl", "H", "H", "H", "H"], "positions_angstrom": [[-0.335, 0.259, -1.154], [-0.371, 0.252, 1.188], [-0.544, -0.721, 0.049], [0.548, 0.350, -0.027], [-0.890, -2.315, 0.012], [3.192, 0.278, 0.006], [0.188, -0.089, -2.000], [-0.958, 1.171, -1.438], [-0.971, 1.121, 1.245], [0.140, -0.306, 2.119]], "lowdin_charge": [-0.101, -0.066, -0.833, -0.191, 0.790, -0.077, 0.094, 0.130, 0.084, 0.170], "energy_ev": -29251.65423, "de_lowest_ev": 5.004, "homo_lumo_gap_ev": [7.408, 7.377], "lumo_ev": [-2.34, -2.37], "e_homo_ev": [-9.7, -9.7], "spin_multiplicity": 1}



Which formula does entry 5 have? C4H4BrClO